56
Properties=species:S:1:pos:R:3:forces:R:3 method="wB97M-V/def2-TZVPD" e_above_lowest_kj_mol=26.4 e_tot_ha=-36586.45955 e_lumo_ev=0.20 homo_energy_ha=-0.3696 homo_lumo_gap_ev=10.3
Br 8.7166 -18.6765 33.2815 0.5 0.0 0.5
Br 10.1133 -23.7995 23.1352 0.0 0.0 -0.1
Br 13.0374 -22.9340 24.9034 0.5 -0.1 0.0
Br 8.1251 -13.1185 24.8025 -0.1 -0.1 0.1
Br 8.5314 -15.6995 30.3562 -0.1 -0.1 -0.5
Br 9.2636 -12.8091 33.8514 0.0 0.0 -0.1
Br 8.5352 -16.5905 26.4405 0.2 0.1 -0.1
Br 6.8633 -21.7204 18.7470 -0.1 -0.1 -0.2
Br 6.3262 -18.8093 29.4723 -0.4 0.0 -0.2
Br 4.3350 -16.7521 26.5934 0.0 0.2 0.1
Br 3.0577 -20.9683 25.3126 0.0 0.0 0.0
Br 10.6370 -15.0612 21.5083 -0.1 -0.1 -0.3
Br 9.2202 -20.8702 27.8574 0.1 -0.3 0.4
Br 8.7600 -20.1850 22.6031 0.0 0.1 0.3
C 11.2647 -22.3765 25.3627 0.1 1.2 -0.2
C 9.1834 -18.1143 27.4615 0.0 1.0 0.7
C 7.1826 -18.7004 32.1406 -0.6 -0.1 0.1
C 3.0718 -19.0309 25.5642 -0.3 -0.5 -0.2
C 8.2005 -21.3440 21.1492 0.7 -0.5 0.5
C 8.8698 -13.4811 32.0652 -0.2 -0.4 0.1
C 7.5052 -19.4434 30.8755 0.1 0.3 -0.4
C 4.2879 -18.6673 26.3295 0.8 -0.1 0.3
C 9.4779 -14.9171 23.0590 0.4 -0.3 0.2
C 10.2605 -23.4007 25.0274 -0.6 -1.0 0.1
C 8.7590 -19.3380 26.7672 -0.1 -0.8 -0.2
C 9.0281 -14.9939 32.0696 0.2 0.5 0.5
C 7.2559 -20.6115 20.2933 -0.7 0.1 -0.5
C 9.5329 -13.5021 23.5254 0.1 0.8 -0.2
H 9.4080 -12.8086 22.6965 -0.2 -0.1 0.1
H 6.3048 -20.4573 20.7854 -0.1 0.2 0.1
H 5.2033 -18.9407 25.8100 -0.1 0.1 -0.2
H 7.3564 -20.5099 30.9377 0.1 -0.2 0.1
H 9.9328 -15.6021 23.7599 -0.2 -0.1 0.3
H 7.8513 -13.1819 31.8348 0.0 0.0 0.0
H 7.6902 -19.4033 26.6382 -0.2 0.1 -0.1
H 9.2654 -23.1127 25.3497 -0.1 0.2 0.0
H 9.2762 -19.4858 25.8347 0.0 0.0 -0.4
H 11.0724 -21.4459 24.8284 0.1 -0.1 -0.1
H 6.9075 -17.6729 31.9523 0.1 0.2 -0.1
H 10.4712 -13.2395 24.0006 0.1 -0.2 0.1
H 11.2373 -22.1245 26.4171 0.1 -0.3 0.1
H 6.3714 -19.1652 32.6953 0.0 -0.1 0.0
H 8.3863 -15.4606 32.8052 -0.2 0.0 0.1
H 7.7548 -22.2257 21.5880 0.0 -0.1 0.1
H 4.3376 -19.1360 27.3065 -0.2 0.0 0.1
H 8.4714 -15.2370 22.8290 -0.1 -0.1 -0.3
H 8.5036 -19.2264 30.5149 0.1 0.0 0.1
H 9.5457 -12.9917 31.3789 0.2 0.0 -0.1
H 10.0496 -15.2951 32.2865 0.0 0.0 -0.1
H 10.5167 -24.3455 25.4964 -0.1 -0.1 0.0
H 3.0747 -18.6095 24.5703 -0.1 0.2 -0.1
H 7.6599 -19.6859 19.9222 0.1 0.3 -0.1
H 8.7102 -18.0055 28.4293 -0.1 -0.1 0.1
H 10.2537 -18.0289 27.6154 0.1 0.0 -0.3
H 2.1620 -18.7916 26.0934 -0.2 0.1 0.0
H 9.1023 -21.6223 20.6196 0.1 0.0 0.0

=====

55
Properties=species:S:1:pos:R:3:forces:R:3 method="wB97M-V/def2-TZVPD" e_tot_ha=-1655.45662 e_lumo_ev=2.05 homo_energy_ha=-0.1221 homo_lumo_gap_ev=5.4 charge=-1
F 7.6545 -2.7642 0.1628 0.4 1.3 -0.1
F 7.5035 -6.0920 -0.4097 -0.1 -0.5 -0.5
F 5.3764 -2.8916 -0.9173 -0.5 1.2 -0.3
F 5.7750 -4.7023 -1.9412 -0.7 -1.2 -1.8
F 5.3764 -4.6979 0.1431 -0.8 -1.1 1.6
F 8.0551 -3.6133 -1.8722 -0.2 1.0 -0.6
O -3.2632 5.3610 1.4075 0.2 -0.2 -0.2
O -3.6454 2.9582 3.3637 -0.1 -0.2 -0.3
O -2.9516 2.4847 0.4340 0.0 -0.1 -0.1
O 0.5555 -1.0617 0.0260 -0.1 0.1 0.2
O 2.1529 -2.1341 -2.3321 -0.1 0.3 0.2
O -0.9126 -2.6621 -2.1269 0.0 0.0 0.3
N 8.1373 -4.8699 0.0580 0.7 -0.3 1.3
C -2.5536 2.1836 2.8982 0.0 0.0 0.1
C -4.7968 2.2280 3.7309 0.0 0.2 0.1
C -1.6101 -3.7376 -1.5362 0.1 0.0 -0.2
C 7.5118 -3.8759 -0.5805 -0.5 -1.9 0.7
C -0.1108 -0.5619 -1.1193 0.3 0.2 -0.1
C -1.2740 -1.3720 -1.6697 0.0 0.0 -0.1
C 2.4676 -2.3626 -0.9683 -0.1 -0.1 0.0
C -2.0490 2.5922 1.5243 0.2 0.2 -0.1
C -2.1010 6.1025 1.0946 -0.1 0.0 0.2
C 2.8822 -1.0967 -2.9537 -0.1 -0.2 -0.2
C 5.9853 -4.0849 -0.8211 1.9 1.4 -0.3
C -4.1207 3.2831 0.4025 -0.2 -0.1 0.2
C -3.9391 4.7894 0.3028 -0.1 0.1 0.1
C 1.2610 -2.2955 -0.0466 -0.1 -0.3 0.0
H -4.7865 3.0237 1.2272 0.1 0.2 0.2
H -1.6698 -0.8230 -2.5334 -0.1 0.2 0.1
H -1.6640 5.8059 0.1379 0.0 0.0 0.0
H -2.7983 1.1165 2.8949 -0.1 0.0 0.0
H -1.7264 2.3279 3.6031 0.1 -0.1 -0.1
H 3.2513 -0.3620 -2.2336 0.0 0.0 0.0
H 1.6392 -2.4663 0.9646 0.0 0.1 0.0
H -1.5990 3.5853 1.5488 -0.2 0.1 0.2
H -2.3300 7.1725 1.0768 0.1 0.0 -0.1
H 0.5707 -3.1177 -0.2414 0.0 0.0 -0.2
H -5.6759 2.8110 3.4469 0.0 0.0 0.0
H 3.2369 -1.6717 -0.6175 0.0 0.1 -0.1
H -4.9415 5.2344 0.2707 0.0 -0.1 -0.2
H 2.2168 -0.5831 -3.6536 0.0 0.0 0.0
H -2.0703 -1.4242 -0.9196 0.0 -0.1 0.0
H -2.4192 -4.0703 -2.1949 -0.1 0.0 0.1
H -4.8527 1.2611 3.2242 0.0 0.0 0.0
H -2.0195 -3.4789 -0.5559 0.0 0.0 0.0
H -3.4396 5.0358 -0.6398 0.1 0.0 0.0
H -1.2302 1.9092 1.2818 -0.1 -0.1 0.0
H -1.3609 5.9232 1.8768 0.0 0.0 0.0
H 0.6084 -0.3234 -1.9043 0.0 -0.2 -0.1
H -4.8214 2.0813 4.8152 0.0 -0.1 0.0
H 3.7201 -1.5121 -3.5202 0.1 0.1 0.1
H -0.5262 0.4012 -0.8047 -0.1 -0.1 0.1
H -0.9117 -4.5664 -1.4053 0.0 0.0 0.0
H -4.6480 2.9754 -0.5054 0.1 0.0 -0.1
H 2.8810 -3.3720 -0.8931 0.1 0.0 0.2

=====

56
Properties=species:S:1:pos:R:3:forces:R:3 method="wB97M-V/def2-TZVPD" e_tot_ha=-3762.17515 e_lumo_ev="-0.59 / -2.18" homo_energy_ha="-0.2516 / -0.2515" homo_lumo_gap_ev="6.3 / 4.7"
Sr -1.0875 0.0804 -0.8083 1.1 0.7 1.3
Se -2.9365 2.0192 0.8335 -0.1 0.3 -0.2
O -2.6584 -2.9068 -0.8734 -0.1 0.1 -0.4
O -1.4473 2.4256 -2.8725 0.5 0.4 0.1
O 0.3927 -0.2874 2.5043 0.6 0.8 -0.4
O 1.5277 1.6366 1.1332 -0.2 0.5 -0.7
O 1.2513 -0.9236 -1.6881 0.1 0.1 -0.1
O -2.3777 -0.8864 -2.4463 -1.0 -0.6 -1.4
N -1.9086 -2.2864 -0.0116 -0.1 -1.6 2.0
N -0.4293 -0.9452 1.6033 -0.5 -2.5 1.6
N 0.8239 1.9222 0.0854 0.9 0.4 0.7
N -0.5918 2.3267 -1.9446 -0.2 0.4 -0.3
N -2.0303 1.1914 3.4466 -1.0 0.1 -0.4
N -3.7251 0.0167 2.7594 0.5 0.8 -0.1
C -2.2621 -4.1940 1.5813 -0.1 -0.3 0.0
C 3.6293 -1.4250 -1.5320 2.2 -0.8 0.2
C -4.8683 -0.4227 1.9924 -0.4 -0.3 -0.3
C -3.4149 -0.4199 4.0331 0.4 0.4 0.0
C 0.4649 4.4892 -2.6098 0.0 0.4 -0.2
C -0.8551 -2.1290 2.0764 0.9 3.1 -1.2
C -1.6952 -2.8774 1.1840 -0.8 0.9 -2.6
C 2.2469 3.9957 -0.1973 0.2 0.1 0.2
C -2.8927 1.0468 2.3933 0.2 -1.1 1.2
C 1.1418 3.0709 -0.5815 -0.8 -0.9 -0.2
C -0.5156 -2.6688 3.4224 0.3 0.0 0.3
C -1.0652 2.2560 3.5850 0.5 0.4 0.1
C -2.3616 0.3219 4.4644 -0.3 -0.3 -0.4
C 0.3173 3.3170 -1.7164 -0.2 -0.9 0.3
H 3.9201 -1.7020 -2.5473 -0.3 0.2 0.1
H -2.8315 -4.6376 0.7606 0.1 0.2 0.1
H -3.9791 -1.1957 4.5207 0.0 0.0 0.0
H -4.8719 0.1135 1.0365 0.0 -0.2 0.3
H -2.9587 -0.7022 -3.2043 0.4 -0.1 0.5
H 3.0321 4.0044 -0.9693 -0.2 0.0 0.2
H 1.8742 5.0265 -0.1034 0.1 -0.3 0.0
H -1.4078 -2.7244 4.0641 0.2 0.0 -0.2
H 2.6867 3.6802 0.7543 -0.1 0.1 -0.2
H -1.3187 2.8786 4.4537 0.0 -0.1 -0.2
H -1.4548 -4.8836 1.8648 -0.2 0.0 0.0
H 4.2417 -0.6089 -1.1351 -0.5 0.1 -0.1
H 0.2195 -2.0146 3.8948 -0.1 -0.2 0.0
H 1.0718 -1.3889 -2.5180 0.2 -0.1 0.0
H 0.8418 0.4307 1.9294 -0.3 -0.5 0.6
H -1.8167 0.3186 5.3918 0.0 -0.1 0.0
H -1.0868 2.8686 2.6804 0.0 -0.2 0.2
H -0.0625 1.8426 3.7240 -0.2 0.0 -0.1
H -2.6238 -1.7902 -2.0345 -0.1 -0.1 0.3
H -0.1063 -3.6857 3.3352 -0.1 0.3 0.0
H 2.3954 -1.0321 -1.5662 -1.5 0.3 -0.1
H -2.9264 -4.0924 2.4530 0.1 -0.1 -0.1
H 3.6344 -2.2934 -0.8664 -0.3 0.3 -0.1
H 0.4619 5.4243 -2.0356 0.0 -0.1 -0.1
H -0.3564 4.5050 -3.3330 0.2 0.0 0.2
H -4.8107 -1.5026 1.8061 0.1 0.3 0.0
H -5.8000 -0.2057 2.5313 0.3 0.0 -0.1
H 1.4170 4.4480 -3.1587 -0.2 0.0 0.1